1.
The following is a DFT calculation (the ωB97M-V functional and the def2-TZVPD basis) of C23H31F5MoN3O12P3S4 as an isolated structure.

The geometry in XYZ format:
```
82
Properties=species:S:1:pos:R:3:lowdin_spin:R:1
Mo -0.45 -0.51 0.51 2.6510
C -1.45 -0.10 -6.17 0.0002
C -1.35 -1.00 -4.95 0.0008
O -1.94 -0.40 -3.79 0.0034
P -1.18 0.68 -2.90 0.0155
S -2.01 0.57 -1.06 0.0383
S 0.76 0.61 -3.04 0.0112
O -1.82 2.02 -3.53 0.0014
C -1.40 3.28 -2.98 0.0013
C -1.75 4.38 -3.96 0.0002
H -1.08 -0.63 -7.05 0.0000
H -0.85 0.80 -6.02 0.0001
H -2.48 0.19 -6.34 0.0000
H -0.31 -1.24 -4.73 0.0001
H -1.90 -1.93 -5.10 0.0000
H -0.32 3.24 -2.80 0.0001
H -1.89 3.43 -2.02 0.0009
H -1.26 4.20 -4.92 0.0000
H -1.41 5.34 -3.56 0.0000
H -2.82 4.42 -4.12 0.0000
C 1.56 -3.70 5.15 0.0003
C 1.15 -2.34 4.59 0.0007
O 2.00 -1.34 5.13 0.0002
P 1.39 -2.32 2.79 0.0083
O 0.74 -3.64 2.18 0.0009
O 2.96 -2.51 2.61 0.0010
O 0.91 -1.12 2.07 0.0485
P -0.64 -1.88 4.96 0.0001
O -1.09 -2.94 6.10 0.0000
O -0.54 -0.53 5.58 0.0001
O -1.44 -2.19 3.74 0.0003
H 2.58 -3.95 4.85 0.0000
H 0.88 -4.49 4.84 0.0000
H 1.53 -3.64 6.23 0.0001
H 1.39 -0.62 5.40 0.0000
H 1.22 -4.45 2.41 0.0000
H 3.28 -1.98 1.85 0.0000
H -1.03 -2.50 6.96 0.0000
C -3.08 -4.03 1.93 0.0003
C -2.20 -3.39 0.87 0.0070
O -1.96 -2.01 1.20 0.0411
H -3.31 -5.05 1.61 0.0002
H -4.01 -3.49 2.04 0.0000
H -2.58 -4.06 2.90 0.0000
H -2.71 -3.39 -0.08 0.0003
H -1.25 -3.91 0.77 0.0003
H -1.78 -1.97 2.18 0.0026
F -1.66 -2.57 -1.83 0.0067
C -0.32 -2.71 -1.79 0.0175
C 0.44 -1.97 -0.90 0.0123
C 1.80 -2.24 -0.99 0.0212
F 2.68 -1.61 -0.18 0.0074
C 2.36 -3.14 -1.88 -0.0034
F 3.69 -3.35 -1.90 -0.0026
C 1.55 -3.83 -2.75 0.0188
F 2.07 -4.71 -3.61 0.0058
C 0.19 -3.62 -2.70 -0.0041
F -0.62 -4.29 -3.54 -0.0029
N 1.67 6.87 -2.50 0.0005
C 1.73 5.71 -1.72 0.0009
C 1.63 5.79 -0.33 -0.0002
C 1.74 4.65 0.45 0.0011
C 1.95 3.42 -0.16 0.0010
C 2.06 3.32 -1.54 0.0010
C 1.96 4.47 -2.31 -0.0002
S 2.07 1.96 0.82 0.0095
O 2.86 1.02 0.09 0.0040
O 2.50 2.38 2.14 0.0028
N 0.55 1.40 0.91 0.0261
C -0.22 1.59 2.02 0.0184
S 0.06 2.45 3.49 0.0058
C -1.48 1.90 4.07 0.0032
C -2.06 1.07 3.18 0.0012
N -1.36 0.92 2.00 0.0112
H 1.15 7.63 -2.09 0.0000
H 1.40 6.71 -3.46 0.0000
H 1.47 6.75 0.14 0.0000
H 1.68 4.71 1.53 0.0000
H 2.20 2.36 -2.00 0.0000
H 2.05 4.40 -3.39 0.0000
H -1.82 2.14 5.06 0.0001
H -2.99 0.54 3.32 0.0001
```

## Properties
Molar mass ... 953.6 Da
2S+1 ... 4
LUMO level (spin up / spin down) ... 2.3 / 2.3 eV
HOMO energy (spin up / spin down) ... -5.15 / -5.62 eV
Orbital gap (spin up / spin down) ... 7.47 / 7.94 eV
Total charge ... -1
E ... -5146.9913 hartree
Energy relative to the best compared isomer or geometry (same formula, charge and spin) ... 26.60 kcal/mol
⟨S²⟩ ... 3.7677

***

2.
The following is a DFT calculation (the ωB97M-V functional and the def2-TZVPD basis) of C23H31FMnN3O3S2 as an isolated structure.

The geometry in XYZ format:
```
64
Properties=species:S:1:pos:R:3:nbo_charge:R:1
Mn -0.03 0.15 -0.11 1.4663
S -0.39 1.04 -2.25 -0.2265
C -1.96 0.37 -2.61 0.4037
N -3.00 1.18 -2.69 -0.5488
C -4.35 0.75 -3.07 -0.2238
C -4.26 -0.52 -3.90 -0.4304
C -3.39 -1.54 -3.18 -0.2212
N -2.10 -0.92 -2.84 -0.5632
H -2.83 2.15 -2.47 0.4365
H -4.81 1.56 -3.64 0.2389
H -4.94 0.60 -2.16 0.2161
H -3.82 -0.29 -4.87 0.2292
H -5.25 -0.92 -4.06 0.2541
H -3.19 -2.40 -3.81 0.2389
H -3.88 -1.88 -2.26 0.2059
H -1.27 -1.49 -2.79 0.4372
C 0.60 7.13 -0.61 -0.6425
C 1.10 5.73 -0.69 0.0435
C 1.48 5.17 -1.92 -0.1957
C 1.98 3.88 -1.99 -0.1989
C 2.11 3.14 -0.83 -0.2445
C 1.74 3.66 0.41 -0.2356
C 1.23 4.95 0.46 -0.1937
S 2.75 1.51 -0.97 1.2670
C 4.29 1.65 -0.08 -0.7924
O 1.90 0.65 0.01 -1.0623
H 0.22 7.48 -1.56 0.2318
H 1.41 7.80 -0.31 0.2471
H -0.19 7.22 0.14 0.2308
H 1.38 5.76 -2.82 0.2339
H 2.26 3.46 -2.95 0.2381
H 1.84 3.07 1.31 0.2290
H 0.94 5.37 1.42 0.2302
H 4.08 2.01 0.93 0.2496
H 4.93 2.35 -0.62 0.2637
H 4.75 0.67 -0.05 0.2565
O -0.19 -2.12 -0.18 -0.7055
C 0.02 -2.08 1.04 0.7588
O 0.20 -1.00 1.67 -0.7573
C 0.07 -3.38 1.84 -0.1523
N 0.31 -3.01 3.29 -0.5149
C 1.63 -3.61 3.72 -0.2189
C 2.37 -3.79 2.41 -0.4273
C 1.27 -4.26 1.46 -0.4097
H -0.89 -3.89 1.74 0.2597
H -0.46 -3.29 3.89 0.4436
H 0.35 -1.97 3.29 0.4698
H 1.41 -4.57 4.20 0.2295
H 2.10 -2.95 4.45 0.2438
H 3.18 -4.51 2.51 0.2634
H 2.79 -2.84 2.08 0.2233
H 1.03 -5.31 1.64 0.2366
H 1.52 -4.14 0.41 0.2620
F -5.52 1.46 2.08 -0.3099
C -4.34 1.16 1.54 0.4695
C -4.17 -0.06 0.92 -0.2905
C -2.93 -0.36 0.36 -0.2693
C -1.90 0.57 0.43 -0.2817
C -2.09 1.79 1.06 -0.2559
C -3.32 2.10 1.63 -0.2714
H -5.00 -0.76 0.90 0.2424
H -2.78 -1.32 -0.11 0.2216
H -1.29 2.53 1.11 0.2241
H -3.50 3.04 2.13 0.2478
```

## Properties
Molar mass ... 535.6 Da
2S+1 ... 5
LUMO level (spin up / spin down) ... -6.3 / -4.8 eV
HOMO energy (spin up / spin down) ... -13.94 / -14.04 eV
Orbital gap (spin up / spin down) ... 7.65 / 9.21 eV
Total charge ... +2
E ... -3331.8368 hartree
Energy relative to the best compared isomer or geometry (same formula, charge and spin) ... 0.96 kcal/mol
⟨S²⟩ ... 6.2300

***

3.
The following is a DFT calculation (the ωB97M-V functional and the def2-TZVPD basis) of C23H31FN2O4S in the gas phase.

The geometry in XYZ format:
```
62
Properties=species:S:1:pos:R:3:nbo_charge:R:1
C -1.97 -0.98 -2.76 -0.6153
H -2.48 -1.08 -3.72 0.2046
H -1.09 -0.35 -2.90 0.2137
H -2.64 -0.48 -2.06 0.2065
C -1.54 -2.34 -2.23 -0.3900
H -0.87 -2.79 -2.96 0.2048
H -2.41 -3.00 -2.14 0.1927
C -0.80 -2.24 -0.90 -0.0542
N -1.67 -1.92 0.23 -0.4998
C -2.80 -2.82 0.46 -0.2227
H -2.70 -3.75 -0.11 0.1922
H -2.83 -3.10 1.52 0.1944
C -4.14 -2.18 0.10 -0.4109
C -4.41 -0.91 0.90 -0.2167
N -3.48 0.12 0.51 -0.6367
C -3.63 1.40 0.88 0.6323
O -4.60 1.83 1.49 -0.6240
C -2.52 2.29 0.47 0.1869
C -2.17 3.53 0.93 -0.2576
C -1.02 3.91 0.22 -0.2779
C -0.75 2.88 -0.64 0.2651
O -1.65 1.90 -0.49 -0.3925
C 0.34 2.67 -1.61 -0.6661
H 1.01 3.53 -1.65 0.2516
H -0.01 2.41 -2.60 0.2648
S 1.33 1.19 -1.08 2.1410
O 0.90 0.77 0.23 -0.9438
O 1.25 0.22 -2.13 -0.9581
C 3.09 1.72 -0.96 -0.6426
C 3.73 0.58 -0.24 -0.1646
C 3.97 -0.63 -0.88 -0.1637
C 4.44 -1.72 -0.18 -0.2262
C 4.68 -1.62 1.18 -0.1807
C 4.45 -0.43 1.84 -0.3008
C 3.97 0.65 1.13 0.4874
F 3.75 1.82 1.77 -0.3341
H 4.62 -0.33 2.90 0.2319
H 5.04 -2.48 1.73 0.2205
H 4.61 -2.65 -0.69 0.2209
H 3.76 -0.71 -1.94 0.2296
H 3.13 2.64 -0.39 0.2536
H 3.45 1.84 -1.97 0.2492
H -0.47 4.82 0.32 0.2266
H -2.69 4.08 1.69 0.2455
H -2.58 -0.24 0.18 0.4494
H -4.31 -1.11 1.98 0.1837
H -5.42 -0.54 0.73 0.2180
H -4.17 -1.93 -0.96 0.2058
H -4.94 -2.90 0.30 0.2114
C -0.87 -1.67 1.42 -0.2291
C 0.01 -2.87 1.80 -0.4205
C 0.91 -3.23 0.63 -0.3912
C 0.06 -3.48 -0.62 -0.4102
H -0.57 -4.36 -0.47 0.1902
H 0.71 -3.68 -1.48 0.2068
H 1.51 -4.12 0.86 0.2000
H 1.60 -2.40 0.43 0.2006
H -0.61 -3.72 2.06 0.1895
H 0.61 -2.61 2.68 0.2096
H -1.53 -1.41 2.24 0.1951
H -0.23 -0.81 1.21 0.2338
H -0.11 -1.39 -0.99 0.2203
```

## Properties
Molar mass ... 450.6 Da
LUMO level ... 0.3 eV
HOMO energy ... -8.09 eV
Orbital gap ... 8.39 eV
E ... -1803.5494 hartree
Energy relative to the best compared isomer or geometry (same formula, charge and spin) ... 7.60 kcal/mol
SMILES string ... CC[C@@H]1CCCCN1CCCNC(=O)c1ccc(CS(=O)(=O)Cc2ccccc2F)o1